{"formula": "C81H171N9O9", "method": "ωB97M-V with the def2-TZVPD basis set", "e_homo_ev": -7.87, "total_charge": 0, "smiles": "CC1(C)CCCC(C)(C)N1O.CC1(C)CCCC(C)(C)N1O.CC1(C)CCCC(C)(C)N1O.CC1(C)CCCC(C)(C)N1O.CC1(C)CCCC(C)(C)N1O.CC1(C)CCCC(C)(C)N1O.CC1(C)CCCC(C)(C)N1O.CC1(C)CCCC(C)(C)N1O.CC1(C)CCCC(C)(C)N1O", "orbital_gap_ev": 8.10, "de_lowest_kcal_mol": 167.1, "e_tot_ev": -118593.193, "species": ["C", "H", "H", "N", "C", "H", "C", "C", "H", "C", "H", "H", "H", "H", "C", "H", "N", "H", "H", "O", "C", "H", "H", "H", "H", "H", "C", "H", "H", "H", "C", "H", "H", "C", "C", "C", "H", "H", "H", "H", "H", "C", "H", "C", "C", "H", "C", "H", "H", "C", "H", "H", "H", "H", "C", "O", "H", "C", "H", "H", "H", "C", "H", "C", "N", "C", "H", "H", "H", "H", "N", "H", "H", "C", "H", "H", "H", "O", "H", "H", "H", "H", "H", "C", "H", "H", "C", "H", "H", "H", "H", "C", "H", "H", "H", "H", "C", "C", "O", "H", "H", "H", "H", "C", "H", "C", "C", "H", "H", "H", "H", "C", "H", "H", "H", "H", "H", "H", "H", "C", "C", "H", "H", "H", "O", "H", "H", "H", "C", "H", "H", "H", "H", "C", "C", "H", "H", "H", "C", "O", "C", "H", "H", "C", "H", "H", "H", "N", "C", "H", "H", "C", "O", "C", "C", "H", "H", "H", "H", "H", "H", "C", "C", "C", "C", "H", "H", "H", "H", "C", "H", "C", "H", "C", "C", "O", "C", "H", "H", "C", "C", "C", "H", "H", "H", "C", "C", "C", "H", "H", "H", "H", "H", "H", "C", "H", "H", "C", "C", "H", "H", "C", "C", "H", "H", "H", "C", "H", "N", "H", "H", "C", "C", "H", "C", "C", "H", "H", "H", "H", "H", "H", "H", "H", "H", "C", "C", "C", "H", "H", "C", "C", "H", "N", "H", "H", "H", "H", "C", "C", "H", "H", "H", "H", "H", "N", "H", "H", "H", "H", "C", "H", "H", "H", "H", "C", "C", "H", "H", "N", "C", "O", "H", "H", "H", "C", "H", "H", "H", "H"], "positions_angstrom": [[-4.72173, 4.60708, -1.06426], [-1.70958, -5.77421, 8.31760], [-0.11391, 3.10859, 0.32067], [6.89492, -4.73121, 1.77372], [-3.76117, 1.46655, -6.15976], [-2.67768, -3.83426, -6.46059], [-0.12475, 1.57590, -9.42521], [5.47706, -5.14748, 1.58588], [-6.13529, -4.32200, -2.90519], [-0.54613, 5.43309, 7.80139], [-2.07194, 3.11267, -4.40085], [4.51293, 2.58017, -0.12963], [5.37953, -4.25588, -0.40346], [-3.35625, 3.36749, 7.90078], [5.59398, 2.73559, -0.13171], [2.92852, -6.18769, -2.55558], [-5.31183, 5.84556, -0.55101], [-2.27734, 5.95590, -1.83136], [-1.37809, 5.57008, -0.35887], [-2.97246, 5.50977, 5.77766], [0.55941, -7.24455, -2.39932], [-0.00914, 2.96348, 8.18760], [3.10615, -0.47023, 1.72966], [-0.28910, 2.16347, 4.45840], [-2.86199, 7.15564, 0.84745], [-2.91858, -4.32555, -2.58684], [4.91376, -3.41440, 3.37502], [-2.74993, 2.37545, 4.63685], [-2.62842, 6.33549, 5.41427], [2.31870, 5.58309, 1.38615], [0.98421, -5.89739, -1.86691], [1.25140, -5.93633, -0.80731], [-0.69103, -2.40971, 0.97066], [-5.42101, 3.37442, -0.44644], [-4.67969, -3.41029, -5.98801], [-2.44895, -2.96507, 8.22019], [1.26626, -8.01510, -2.08387], [-2.48817, 1.12903, -10.65176], [7.98870, 3.86504, 0.56427], [-3.00090, 3.92145, 0.24916], [1.34446, 2.69539, -0.53044], [0.29946, 2.40684, -0.40329], [-2.82138, 3.89175, -1.52585], [4.99059, 3.49790, 2.14846], [1.16696, -1.97069, 7.32955], [2.50517, -2.05229, 2.22985], [-1.39244, 4.02842, 4.61361], [0.48001, -3.44825, 9.92591], [-5.83396, 7.68346, -2.25795], [0.89900, -4.09324, -4.48145], [-2.05937, 3.34235, -10.10258], [-5.01304, 7.47053, 1.67367], [2.05658, -2.55422, 7.57825], [4.22393, -5.52909, -0.07644], [2.21506, -1.01952, 2.03872], [0.36997, 1.23836, 2.03696], [-2.15452, 1.45012, -1.00325], [-2.57481, 4.08615, 8.16294], [3.05844, 3.92194, 2.92964], [-1.58268, -5.08677, 9.90501], [-4.40221, 1.54071, -7.04744], [0.32380, -2.71300, 6.29020], [1.85366, -2.65918, 4.81253], [-4.84256, 7.85321, -1.83708], [-1.59377, 1.53030, -7.38295], [-4.62460, 7.14741, -0.49036], [-3.17009, 4.98174, 8.35849], [-3.16930, -0.19446, -3.78229], [1.44760, -1.01918, 6.87397], [4.41804, -3.24961, 1.33796], [5.55032, 5.20531, 0.43002], [-1.15449, 2.14164, 7.14324], [1.18887, 3.99679, 6.42405], [-2.37332, 5.72961, -0.76527], [1.24429, -1.32761, 9.33864], [-0.27654, 5.30478, 8.84849], [-0.08563, 1.48753, -10.50796], [-6.70236, 5.88973, -0.64576], [0.48017, 2.44543, -9.15859], [-1.83859, 4.24962, -6.72300], [-2.67615, 7.81702, -0.63025], [-4.23530, 1.70199, -5.21393], [-3.58362, 1.08479, -9.23593], [-2.97900, -0.92263, -2.98642], [-2.65543, -2.65360, 7.19781], [3.93493, -5.64114, -4.96778], [-0.19149, -2.87766, 9.28525], [-1.62114, -2.95741, -4.49340], [-4.07886, -3.44833, -1.58670], [0.74306, -4.08147, 4.61869], [-6.23521, 8.14905, 0.51652], [0.55300, -1.31851, -1.36884], [0.01737, -2.25420, 2.57414], [9.63475, -3.80126, 2.47079], [-7.63803, -2.63274, -4.47178], [0.58986, 3.56578, 4.07363], [0.41415, 0.18779, -1.52522], [-3.12668, 3.74024, -8.26446], [6.47279, 5.61478, -0.54110], [-1.64380, 1.36811, -4.48455], [-1.92112, 5.77194, 3.34163], [6.30723, 5.03443, -1.30741], [6.59481, -2.55843, 4.24018], [-5.59400, -3.22781, -4.76741], [1.88339, -7.20417, -6.34156], [-2.55534, 0.95987, -9.57590], [-5.87901, -4.50460, -3.95818], [-1.93778, -7.28630, -3.68078], [8.78805, -5.24191, 4.01017], [-4.66944, 8.93037, -1.76118], [1.25961, 2.23527, 6.23322], [7.74930, -4.93727, 4.07420], [-4.45104, 5.26163, -3.12619], [7.50746, 2.87232, 1.98862], [4.89659, 7.34613, -0.93643], [0.06567, -4.06534, -3.78291], [3.19320, 7.61156, -0.29752], [1.22972, -9.21939, -3.94761], [3.73292, 6.14034, 2.25922], [1.88198, -5.26330, -4.20188], [-1.85234, 3.33947, -9.03222], [-0.37101, -1.89071, -1.27582], [7.90266, -5.41131, 0.37184], [-3.57848, -0.63616, -2.12257], [7.76469, -5.72764, 1.27144], [-5.95877, 4.40517, -2.84733], [2.03597, -0.58537, 3.03166], [-0.13555, 2.63972, -1.38736], [-1.41538, 4.29839, 7.21220], [3.56711, -4.05258, -4.22867], [-1.89632, -0.85129, -2.91872], [-4.16533, 7.49328, -2.61600], [-0.16497, -5.67242, 8.91021], [-3.24462, -3.33031, -2.27708], [5.07383, -6.46668, 2.27559], [-0.62975, 2.57185, -5.19723], [7.03948, -5.75346, 4.23348], [2.48413, -1.37607, -0.31628], [7.42281, -3.97205, 2.91037], [-1.24786, 0.19487, -7.09634], [-0.09124, 3.16923, 4.83594], [-1.11526, -1.00660, 1.82471], [7.41107, 4.69202, 2.04890], [4.18533, 7.20169, -0.12656], [4.31602, -2.50976, 3.49054], [-3.28236, -3.64295, 8.44250], [4.58030, 7.71128, 0.75609], [0.59878, 0.47837, 0.88800], [0.28760, -8.74035, -4.22121], [6.41565, -2.12466, 2.49188], [4.94260, -4.04557, 4.26478], [-3.50988, -2.29905, -3.42333], [1.15160, -6.65832, -6.03485], [-6.92208, -2.64162, -5.29486], [3.55242, 5.02915, -1.09920], [-0.36319, 0.28248, -6.72319], [-4.44304, 3.50307, -2.95730], [-1.07894, -2.23392, 4.69545], [0.08078, -5.27797, -1.90924], [-1.22141, 6.28443, 7.67247], [-4.02740, 3.19668, -8.55036], [-1.54463, 1.82080, -8.83639], [-0.28155, -1.69367, 1.68798], [7.34089, 3.79331, 1.43666], [5.26682, -5.23149, 0.06900], [2.90222, 3.30278, 1.41219], [-1.37034, -6.73457, -5.20878], [-2.40756, -2.91150, -1.70807], [2.03048, -4.05521, 5.79614], [3.55247, 4.00065, 1.94994], [-4.71387, 8.91089, 0.61840], [-0.13220, 0.91077, -0.28318], [-0.46668, 5.90307, 4.29169], [4.16654, 5.67986, 0.17821], [-3.25401, 4.43143, -0.67864], [-1.21458, -4.60032, 6.08807], [5.88271, 3.83016, 0.94025], [0.33741, 5.61412, 7.19444], [-6.46726, 3.26513, -0.73254], [-2.65398, -2.65019, -4.65877], [0.60902, 3.10782, 6.18455], [-1.06534, 5.20015, 3.70058], [4.14628, -6.94330, 1.94333], [1.26667, 0.73390, -1.93292], [8.68886, -2.95886, 1.35296], [-1.66638, 0.84359, -0.24358], [1.42664, -1.58043, -0.13741], [3.18623, -4.84933, -4.86467], [-7.28065, -3.20722, -6.15206], [-0.38800, 4.94213, 2.88135], [-6.81438, -1.59766, -5.59811], [4.83680, 2.41327, 2.14767], [-2.02730, -0.18122, -0.16212], [-4.80151, -2.59224, -6.69843], [-1.67925, 2.31265, -5.02975], [7.49994, -4.47561, 5.04153], [-2.62513, -2.12643, 8.89425], [-3.25120, -3.72188, -5.53561], [-2.43576, 2.20774, -6.38894], [3.51072, -4.41212, 2.34363], [4.98589, -6.42348, 3.36083], [-4.89946, 4.42222, -2.58724], [-1.09385, -5.10218, 8.93162], [-5.90517, -0.90133, -3.08991], [1.46795, -3.15913, -4.42271], [5.41093, 3.70706, 3.13103], [-2.52243, 3.21167, 3.97329], [-3.32684, -4.73035, -5.12073], [-4.89453, -2.30188, -3.82639], [5.86171, 3.06770, -1.13666], [-3.29386, 4.76788, -8.60266], [-1.08580, -3.69116, 8.29735], [0.46509, -1.66348, 8.64978], [-5.31524, 3.42559, 0.63793], [0.94688, -0.90021, 1.17961], [6.38427, -2.92680, 3.23138], [-3.51432, 0.42076, -6.38646], [8.73825, -2.35003, 3.02338], [-1.13352, -5.67664, -3.72814], [-0.35842, -7.45758, -1.84161], [-4.88940, 2.53571, -0.89793], [0.52871, -4.02072, -5.50659], [-2.28254, -0.07754, -9.36750], [-1.94606, 1.29857, 0.71534], [-4.98794, -4.31525, -6.52167], [-1.15513, -6.68196, -4.14042], [0.26078, -7.24987, -3.90384], [2.17328, -5.40561, -2.66023], [5.89167, -5.96967, -0.43290], [-3.38306, 3.86389, 3.81950], [4.51052, -4.04666, 2.07924], [1.26863, -3.43249, 5.31835], [-0.32518, 0.32220, -2.32458], [1.33798, -6.55454, -4.64812], [5.79685, -7.22928, 1.96842], [-1.16244, -1.12806, 6.10914], [0.14700, -8.89338, -5.29546], [-0.20225, -0.81700, 8.46928], [-0.51783, 3.02709, 7.22178], [8.69604, -3.24939, 2.40451], [-1.00807, 3.89202, -8.62986], [3.05991, -4.54957, -5.90709], [-4.91754, -4.96500, -3.70890], [0.11431, -0.99537, 4.99499], [2.54334, 5.44044, -1.18648], [-1.81348, 4.73072, 5.87541], [-0.46367, -9.32411, -3.68795], [-3.44911, 4.16192, -6.11723], [-6.71840, -5.12040, -4.27978], [-2.63718, -1.78311, -5.32692], [-0.51018, -1.74865, 5.48816], [1.40332, -2.64843, 0.10615], [-2.16969, 3.76304, 9.12549], [1.05800, -1.71406, -2.25366], [2.53388, -4.44078, -2.30075], [3.39664, 5.43386, 1.50109], [-2.76298, 3.66539, -6.80378], [-0.91439, -2.47174, 9.99788], [1.08371, 1.88617, 2.09663], [-0.50841, -3.74569, 6.96817], [-3.13347, 6.91844, -0.18514], [-5.75281, -1.81172, -2.81355], [5.98973, 1.73964, 0.06812], [-7.01761, 5.48827, 0.17380], [0.30899, 0.71907, -8.91166], [-5.18260, 7.92452, 0.70368], [4.17951, 5.16984, -1.97503], [-2.29845, 2.80971, 2.98255], [3.30958, 3.97643, -0.93945], [-0.66541, -5.39031, 6.14347]], "forces_ev_per_a": [[-0.959, -0.669, -0.030], [-0.398, 0.254, 0.078], [-0.347, -0.317, 0.147], [-1.428, 0.608, -0.892], [0.691, -1.108, -1.916], [0.350, 0.007, 0.188], [-0.244, 0.426, 1.326], [-0.485, 0.301, 0.179], [-0.488, 0.978, -0.287], [-1.002, 0.502, -0.447], [-0.342, -0.192, 0.065], [0.007, 0.004, -0.232], [0.241, 0.022, 0.080], [0.459, -0.324, -0.522], [-0.694, 0.474, 0.151], [0.369, 0.271, -0.011], [1.516, -1.106, 1.526], [0.314, -0.132, -0.055], [-0.046, 0.126, 0.191], [0.130, -0.203, -0.040], [-0.256, 0.525, 1.103], [-0.479, 0.117, 0.276], [-0.251, -0.013, -0.801], [-0.223, -0.121, 0.347], [-0.573, -0.820, 0.370], [-0.200, 0.035, -0.374], [2.427, 0.837, -0.492], [-0.335, -0.009, -0.106], [-0.250, 0.147, 0.166], [0.054, 0.368, -0.326], [-0.172, 0.280, 0.028], [-0.034, -0.186, 0.005], [0.427, -0.088, -0.189], [0.174, 0.474, -0.246], [0.086, -1.111, 0.717], [-1.312, -0.971, -0.064], [0.216, 0.023, -0.406], [-0.133, -0.044, -0.021], [0.340, -0.012, 0.274], [-0.659, -0.131, 0.140], [0.296, -0.899, 0.295], [-1.292, 0.371, -1.833], [-0.075, -0.849, 0.470], [-1.210, -0.665, -0.930], [-0.153, -0.205, 0.366], [-0.216, -0.123, -0.296], [-0.444, 0.757, 0.568], [0.346, -0.352, -0.650], [-0.181, 0.064, 0.417], [0.562, 0.535, 0.117], [0.551, 0.939, -0.130], [0.030, -0.158, -0.072], [0.088, -0.010, -0.291], [0.020, -0.066, -0.225], [-0.576, 0.771, 1.955], [-0.772, -0.058, 0.514], [0.095, -0.352, -0.324], [-0.892, -0.047, 0.802], [0.151, 0.149, 0.168], [0.339, 0.039, 0.176], [-0.446, 1.042, 0.397], [-0.416, -1.282, 0.310], [-0.187, -0.090, -0.411], [0.269, 0.558, -0.252], [1.184, 1.446, -0.726], [-0.670, -1.738, 0.042], [0.409, 0.269, -0.121], [-0.463, -0.075, -0.026], [0.383, -0.100, -0.015], [-0.016, -0.057, -0.069], [0.351, 0.061, 1.629], [0.180, -0.153, -0.363], [0.176, -0.028, -0.287], [-2.284, -0.205, -0.533], [-0.131, 0.330, 0.005], [-0.058, -0.041, 0.032], [-0.263, -0.256, 0.005], [-0.233, 0.192, -0.477], [0.167, -0.083, 0.000], [0.058, -0.001, 0.196], [0.067, -0.046, -0.174], [-0.191, -0.280, -0.034], [0.030, 0.218, -0.024], [-1.618, 0.343, -0.708], [0.165, 0.171, 0.017], [-0.076, -0.165, 0.628], [-1.026, 1.043, -0.262], [-0.019, 0.398, 0.770], [-0.127, 0.197, -0.112], [-0.100, 0.343, -0.210], [-0.107, -0.301, 0.315], [1.531, 0.161, 0.552], [-0.533, 0.095, 0.216], [-0.191, -0.234, 0.524], [-0.271, -0.182, -0.236], [0.244, -0.087, 0.138], [-1.436, 0.061, -0.695], [0.669, 0.997, -0.762], [-0.338, -0.498, -0.525], [-0.320, -0.004, 0.060], [-0.161, -0.320, -0.181], [0.236, 0.252, -0.030], [0.542, 0.541, -0.297], [-0.084, 0.331, 0.683], [-0.013, -0.022, 0.092], [0.183, -0.569, -0.024], [0.416, 0.017, 1.081], [0.196, 0.020, 0.372], [-0.122, -0.370, 0.296], [-0.065, 0.014, 0.010], [0.035, 0.017, -0.004], [-0.905, 0.848, 1.137], [0.046, -0.068, -0.077], [0.124, 0.028, 0.076], [-0.344, 0.406, -0.195], [0.037, 0.108, -0.020], [-0.048, -0.223, -0.362], [0.210, 0.334, -0.078], [0.253, -0.059, -0.017], [-1.208, 0.242, 0.331], [-1.457, -2.435, 0.307], [-0.338, 0.477, -0.006], [0.289, -0.193, 0.010], [0.689, 0.359, 0.369], [0.028, 0.201, 0.347], [-0.019, 0.037, 0.071], [-0.212, -0.174, 0.098], [-0.063, 0.686, 0.146], [0.693, -0.108, 0.577], [0.326, 0.167, -0.423], [-0.033, -0.588, 0.751], [0.225, -0.140, 0.236], [0.501, 0.808, 0.432], [0.721, 0.609, 0.229], [0.590, -0.972, -0.533], [-0.023, 0.114, -0.252], [0.316, -0.450, -1.127], [-0.087, 0.455, -0.205], [0.228, -1.859, -1.216], [-0.371, 0.156, 0.345], [0.249, 0.410, -1.467], [0.119, 0.001, 0.789], [0.559, -0.181, 0.192], [0.955, -0.666, 1.031], [-0.175, -0.204, 0.621], [0.122, -0.147, 0.050], [0.126, 0.084, -0.076], [1.822, -0.714, -0.231], [0.193, -0.514, -1.177], [0.145, 0.070, 0.059], [-0.771, -0.204, -0.111], [1.508, -1.637, -0.153], [-0.315, 0.531, -0.295], [0.364, 0.562, 1.056], [-1.072, -0.454, 1.675], [-0.019, -0.205, 0.059], [0.014, -0.067, 0.131], [-0.168, -0.109, 0.213], [0.369, 0.516, -0.119], [0.445, 0.406, 0.428], [0.173, -0.289, 0.034], [-0.286, 0.650, 0.322], [0.243, -0.010, 0.167], [-1.018, 0.689, -1.000], [-0.744, -0.448, 0.150], [0.486, 0.087, -0.792], [0.052, 0.581, -0.052], [-0.009, -0.255, 0.231], [-0.267, -0.023, 0.432], [-0.462, -0.091, 1.993], [0.180, -0.016, 0.561], [1.175, 1.447, 0.076], [-0.004, 0.032, 0.011], [-0.001, 0.169, -0.634], [2.015, 1.394, -1.172], [0.169, 0.395, 0.253], [-0.324, -0.449, -0.087], [0.039, -0.006, 0.042], [-0.027, 0.223, 0.039], [-0.613, -0.425, -1.029], [-1.713, 0.005, 0.077], [1.196, 0.776, -0.145], [-0.280, 0.745, -0.291], [0.575, -0.559, 0.409], [-0.730, 0.130, 0.051], [0.314, 0.213, 1.772], [-0.416, -0.710, -0.022], [0.284, -0.878, -0.607], [-0.064, -0.191, 0.130], [-0.481, -0.218, -0.329], [0.244, -0.034, -0.135], [0.541, -0.118, 0.113], [-0.086, -0.022, -0.553], [0.287, 0.312, 0.260], [0.584, -0.280, -0.498], [0.979, 0.613, -0.022], [0.493, 0.100, -0.019], [-0.763, -0.352, -1.162], [-0.553, 0.435, 1.083], [-0.043, -0.544, -1.022], [0.341, 0.203, 0.022], [0.081, 0.804, -0.250], [-1.646, -0.702, -1.347], [-0.129, -0.008, 0.107], [-0.123, 0.096, 0.530], [0.060, 0.673, -0.158], [0.001, -0.057, 0.384], [0.458, 0.124, 0.433], [-0.692, 1.782, -1.618], [0.203, -0.222, -0.024], [-0.328, 0.130, 0.443], [0.909, 0.554, 0.804], [0.670, 0.064, -0.262], [-0.025, -0.358, 0.011], [0.284, -0.646, -1.717], [-1.084, 0.343, 1.140], [-0.041, -0.311, 1.463], [0.577, 0.093, -0.146], [-0.636, 0.126, -0.329], [-0.132, -0.442, -0.380], [-0.034, -0.336, 0.510], [-0.118, -0.757, -0.016], [-0.114, -0.072, -0.208], [-0.147, 0.057, -0.033], [-0.387, 0.107, -0.044], [0.708, -0.309, -0.377], [-0.094, -0.782, 0.781], [-0.681, 0.146, -1.058], [0.044, -0.021, 0.094], [-0.156, -0.130, 0.329], [-0.258, -0.231, 0.686], [0.564, 0.112, 0.109], [-0.127, 0.341, 0.119], [0.908, -1.055, 1.121], [0.304, 0.073, 0.508], [-0.247, -0.353, 0.106], [-0.127, -0.142, 0.073], [-0.355, -0.199, 0.312], [0.158, 0.162, 0.047], [0.108, 0.244, 0.532], [0.046, 0.384, -0.578], [-0.293, 0.495, 0.179], [-0.203, -0.904, -0.935], [0.232, -0.219, -0.126], [0.211, 0.450, -0.640], [1.363, -1.846, -0.444], [-0.302, 0.378, 0.015], [-0.323, -0.494, 0.042], [0.560, -0.428, -0.606], [0.204, 0.284, 0.266], [-0.313, 1.204, -0.376], [0.060, -0.063, -0.114], [-0.022, 0.015, 0.010], [-0.044, -0.101, -0.008], [0.176, -0.045, 0.046], [-0.132, -0.578, -1.118], [1.000, -0.114, -0.404], [0.086, -0.162, 0.216], [0.083, -0.145, -0.164], [1.945, -0.225, 0.408], [1.488, 1.778, -0.201], [0.183, -0.279, 0.073], [0.547, 0.238, 0.134], [0.030, 0.159, -0.017], [0.101, -0.217, -0.462], [-0.378, 1.224, -1.473], [-0.189, 0.106, -0.107], [0.492, -0.001, 0.082], [0.515, -0.109, -0.176], [-0.276, -0.193, -0.295]]}